Entry 1:
{"formula": "C2H3FINO", "method": "wB97M-V/def2-TZVPD", "species": ["I", "F", "O", "N", "C", "C", "H", "H", "H"], "xyz": [[-3.060, -0.636, -0.239], [1.950, 1.261, -0.172], [-0.732, 1.659, -0.235], [-1.033, -0.727, 0.152], [-0.315, 0.555, -0.021], [1.164, 0.223, -0.008], [-0.711, -1.632, 0.401], [1.288, -0.452, -0.942], [1.448, -0.251, 1.063]], "forces_ev_per_angstrom": [[0.79, -0.15, 0.25], [1.09, 2.09, -0.27], [-0.74, -1.19, 0.22], [-1.49, 4.09, -0.94], [0.29, -2.24, 0.34], [-0.16, -3.17, 1.01], [0.81, -0.32, 0.16], [0.10, 0.47, 1.83], [-0.68, 0.43, -2.60]], "mulliken_charge": [0.124, -0.249, -0.488, -0.526, 0.681, -0.235, 0.266, 0.209, 0.218], "e_above_lowest_kj_mol": 31.6, "lumo_ev": -0.47, "e_homo_ha": -0.3454, "gap_ev": 8.9, "smiles": "O=C(CF)NI"}

Entry 2:
{"formula": "C2H4N2O2", "method": "wB97M-V/def2-TZVPD", "species": ["O", "O", "N", "N", "C", "C", "H", "H", "H", "H"], "xyz": [[-0.299, -0.654, 0.039], [4.024, 1.495, -0.005], [-2.341, 0.300, 0.114], [2.571, -0.335, 0.065], [3.226, 0.654, 0.027], [-1.487, -0.695, -0.164], [-1.983, 1.151, 0.521], [-1.984, -1.576, -0.604], [-3.326, 0.230, -0.067], [1.599, -0.570, 0.074]], "forces_ev_per_angstrom": [[0.54, 0.02, 0.11], [0.56, 1.08, -0.04], [-0.17, 0.49, 0.18], [-0.22, -0.79, 0.03], [0.15, -0.38, 0.02], [-0.49, -0.39, -0.24], [-0.02, -0.05, -0.02], [0.07, 0.02, 0.02], [0.05, -0.10, -0.03], [-0.47, 0.11, -0.02]], "mulliken_charge": [-0.612, -0.440, -0.322, -0.431, 0.472, 0.116, 0.222, 0.292, 0.220, 0.482], "e_above_lowest_kj_mol": 71.7, "lumo_ev": 0.59, "e_homo_ha": -0.3794, "gap_ev": 10.9, "smiles": "N=C=O.NC=O"}

Entry 3:
{"formula": "C16H23AsCl2N2O3Pd", "method": "wB97M-V/def2-TZVPD", "species": ["Pd", "As", "Cl", "Cl", "O", "O", "O", "N", "N", "C", "C", "C", "C", "C", "C", "C", "C", "C", "C", "C", "C", "C", "C", "C", "C", "H", "H", "H", "H", "H", "H", "H", "H", "H", "H", "H", "H", "H", "H", "H", "H", "H", "H", "H", "H", "H", "H", "H"], "xyz": [[-0.730, 1.402, -0.232], [-3.463, -0.057, 0.567], [1.995, 3.077, -2.407], [-0.542, 1.927, -3.359], [-2.965, 1.447, 0.073], [-0.325, 3.530, 0.322], [-0.334, -0.708, -0.939], [1.675, -0.281, 0.143], [1.208, 0.945, 0.382], [0.827, -1.037, -0.580], [2.968, -4.152, -0.803], [-3.540, -1.318, -0.878], [1.079, -4.394, -2.269], [1.341, -2.384, -0.966], [1.641, 2.974, 1.576], [1.969, 1.682, 1.232], [2.519, -2.897, -0.427], [-5.217, 0.041, 1.347], [0.564, 3.830, 1.118], [1.169, 1.634, -3.014], [2.251, -4.903, -1.726], [3.204, 1.061, 1.820], [-2.317, -0.836, 1.896], [0.624, -3.142, -1.888], [0.591, 5.244, 1.653], [1.229, 0.871, -2.250], [-5.161, 0.641, 2.252], [2.323, 3.452, 2.267], [3.070, -2.299, 0.287], [2.934, 0.228, 2.471], [-2.632, -1.174, -1.461], [-2.127, -0.102, 2.677], [1.652, 1.332, -3.935], [-5.884, 0.524, 0.635], [-4.422, -1.132, -1.488], [2.605, -5.882, -2.021], [-0.288, -2.731, -2.300], [3.767, 1.797, 2.389], [0.641, 5.242, 2.743], [3.830, 0.649, 1.030], [1.479, 5.762, 1.284], [-3.566, -2.333, -0.482], [3.881, -4.548, -0.377], [-5.584, -0.957, 1.583], [-0.299, 5.772, 1.322], [-1.381, -1.093, 1.403], [-2.778, -1.728, 2.321], [0.520, -4.975, -2.992]], "forces_ev_per_angstrom": [[0.02, 0.08, 0.27], [0.04, -0.01, -0.03], [0.00, 0.01, -0.01], [0.03, 0.03, -0.03], [-0.02, -0.03, -0.07], [-0.16, -0.07, 0.17], [0.05, -0.05, 0.07], [-0.06, 0.02, 0.02], [-0.08, -0.11, -0.09], [-0.05, -0.05, -0.03], [0.00, 0.00, 0.00], [0.03, 0.01, -0.02], [0.00, 0.00, 0.00], [0.03, 0.02, 0.03], [0.02, -0.04, -0.02], [0.04, 0.08, 0.00], [0.00, 0.01, -0.01], [0.00, 0.05, -0.03], [0.08, 0.06, -0.12], [0.02, 0.02, -0.08], [0.00, 0.01, 0.00], [-0.01, 0.00, -0.04], [0.05, -0.01, -0.02], [-0.02, -0.01, 0.00], [0.01, -0.01, -0.01], [-0.01, -0.03, 0.00], [-0.02, 0.00, 0.00], [-0.01, 0.01, 0.00], [0.00, -0.01, 0.00], [0.01, -0.01, -0.02], [0.00, -0.04, 0.00], [-0.01, 0.02, -0.01], [0.00, 0.00, 0.00], [-0.01, 0.00, 0.01], [0.00, 0.03, 0.00], [0.00, 0.00, 0.00], [0.00, 0.00, 0.00], [-0.01, 0.00, 0.02], [0.00, 0.00, 0.00], [0.01, 0.01, 0.01], [0.00, 0.00, 0.01], [-0.02, 0.00, -0.01], [0.00, 0.00, 0.00], [0.00, 0.00, 0.00], [0.00, 0.00, 0.00], [0.01, -0.01, 0.04], [-0.01, 0.00, -0.01], [0.00, 0.00, 0.00]], "mulliken_spin": [0.909, 0.005, 0.000, 0.001, 0.023, 0.132, 0.161, 0.158, 0.383, 0.006, -0.008, -0.002, -0.005, -0.023, 0.284, -0.129, 0.030, 0.003, 0.006, -0.006, 0.016, 0.009, -0.004, 0.011, 0.009, 0.014, 0.000, 0.020, 0.004, -0.007, 0.002, 0.000, 0.000, 0.000, 0.000, 0.001, 0.000, -0.002, 0.000, -0.004, 0.000, 0.000, 0.000, 0.000, -0.001, 0.004, -0.001, 0.000], "lumo_ev": [0.54, -1.20], "e_homo_ha": [-0.2616, -0.2882], "gap_ev": [7.7, 6.6], "spin_multiplicity": 3}